No. 1
ORCA calculation (ωB97M-V/def2-TZVPD) on a molecular structure, C39H36N12O4PSSm.

LUMO energy (spin up / spin down): -0.01407 / -0.01384 hartree
HOMO-LUMO gap (spin up / spin down): 6.616 / 6.627 eV
spin multiplicity: 6

Geometry (Å):
1 Sm 0.095 -0.424 -0.235
2 C -2.365 3.386 0.844
3 C -1.475 2.190 0.998
4 N -1.728 1.071 0.366
5 N -2.871 1.025 -0.324
6 C -3.215 -0.101 -0.921
7 N -4.430 -0.070 -1.511
8 S -2.419 -1.621 -0.962
9 C -0.361 2.151 1.924
10 C -0.263 3.044 3.002
11 C 0.751 2.894 3.922
12 C 1.648 1.843 3.767
13 C 1.495 1.010 2.672
14 N 0.532 1.147 1.769
15 H -2.598 3.492 -0.216
16 H -1.889 4.288 1.212
17 H -3.305 3.235 1.374
18 H -4.834 0.837 -1.681
19 H -4.672 -0.834 -2.120
20 H -0.999 3.820 3.119
21 H 0.829 3.561 4.768
22 H 2.448 1.682 4.471
23 H 2.159 0.170 2.507
24 C 8.233 1.206 -3.211
25 O 7.937 0.141 -4.080
26 C 7.394 -0.995 -3.554
27 C 6.967 -1.137 -2.239
28 C 6.447 -2.340 -1.802
29 C 6.374 -3.443 -2.657
30 C 6.810 -3.292 -3.980
31 C 7.293 -2.085 -4.423
32 N 6.094 -4.722 -2.205
33 N 5.252 -5.034 -1.354
34 C 4.247 -4.231 -0.871
35 C 3.960 -4.333 0.491
36 C 3.082 -3.479 1.125
37 C 2.359 -2.504 0.416
38 O 1.632 -1.603 0.965
39 C 2.461 -2.561 -1.028
40 N 1.564 -1.811 -1.712
41 C 1.604 -1.820 -3.030
42 C 2.521 -2.593 -3.755
43 C 3.413 -3.388 -3.078
44 C 3.422 -3.385 -1.671
45 H 8.787 1.927 -3.810
46 H 8.855 0.878 -2.373
47 H 7.323 1.679 -2.828
48 H 7.038 -0.316 -1.545
49 H 6.139 -2.440 -0.771
50 H 6.752 -4.139 -4.647
51 H 7.631 -1.959 -5.439
52 H 4.524 -5.050 1.068
53 H 2.948 -3.536 2.194
54 H 0.869 -1.205 -3.540
55 H 2.511 -2.576 -4.835
56 H 4.085 -4.041 -3.615
57 O -1.733 2.268 -2.602
58 C -0.668 1.700 -2.450
59 O -0.464 0.476 -2.173
60 C 0.671 2.458 -2.652
61 P 1.846 1.755 -1.411
62 C 3.327 2.197 -2.403
63 C 3.890 1.228 -3.226
64 C 4.865 1.574 -4.147
65 C 5.288 2.891 -4.244
66 C 4.736 3.860 -3.420
67 C 3.760 3.516 -2.503
68 C 2.020 3.056 -0.129
69 C 1.184 4.154 0.022
70 C 1.454 5.100 0.999
71 C 2.550 4.955 1.833
72 C 3.359 3.834 1.721
73 C 3.092 2.891 0.748
74 H 0.597 3.547 -2.662
75 H 1.037 2.130 -3.630
76 H 3.547 0.203 -3.158
77 H 5.300 0.818 -4.786
78 H 6.045 3.167 -4.964
79 H 5.061 4.888 -3.500
80 H 3.323 4.276 -1.871
81 H 0.314 4.268 -0.607
82 H 0.817 5.966 1.107
83 H 2.771 5.716 2.568
84 H 4.193 3.708 2.394
85 H 3.713 2.008 0.652
86 N -1.769 -4.430 3.221
87 N -1.817 -3.177 2.717
88 N -2.775 -2.338 3.008
89 C -2.365 -1.233 2.403
90 N -1.197 -1.423 1.782
91 N -0.868 -2.668 1.987
92 H -2.693 -4.817 3.366
93 H -1.148 -5.022 2.683
94 H -2.918 -0.316 2.396

Forces on atoms 1 to 6 (eV/Å):
-0.31 -0.90 0.60
0.11 -0.27 -0.03
-0.81 -0.35 -0.88
-0.28 0.37 0.33
-0.65 0.82 0.22
0.20 -0.44 0.25


No. 2
ORCA calculation (ωB97M-V/def2-TZVPD) on a molecular structure, C39H36N2O6PtS2Te.

LUMO energy (spin up / spin down): 0.06349 / 0.04826 hartree
HOMO-LUMO gap (spin up / spin down): 4.993 / 6.224 eV
spin multiplicity: 4
total charge: -1

Geometry (Å):
1 Pt -1.399 0.393 -0.249
2 C -8.636 -0.250 1.738
3 O -7.457 -0.678 2.444
4 C -6.287 0.042 2.380
5 C -6.133 1.280 2.978
6 C -4.916 1.907 2.848
7 C -3.882 1.432 2.049
8 C -2.778 2.242 1.675
9 C -2.277 3.268 2.680
10 O -2.177 2.185 0.549
11 C -4.073 0.157 1.381
12 O -3.262 -0.347 0.510
13 C -5.249 -0.558 1.690
14 H -9.436 -0.976 1.988
15 H -8.434 -0.398 0.643
16 H -8.895 0.770 2.072
17 H -6.995 1.805 3.403
18 H -4.806 2.801 3.458
19 H -2.956 4.174 2.708
20 H -1.278 3.590 2.248
21 H -2.208 2.756 3.695
22 H -5.360 -1.535 1.247
23 O 1.208 5.365 -3.767
24 S 0.843 4.749 -2.508
25 O 1.627 5.302 -1.398
26 N 0.940 3.110 -2.567
27 C -0.246 2.600 -2.193
28 S -0.373 0.854 -2.195
29 C -1.381 3.450 -2.060
30 C -2.780 3.318 -1.949
31 C -3.534 4.486 -1.765
32 C -2.966 5.757 -1.709
33 C -1.589 5.867 -1.789
34 C -0.870 4.759 -2.041
35 H -3.258 2.351 -2.146
36 H -4.604 4.314 -1.505
37 H -3.565 6.680 -1.640
38 H -1.107 6.841 -1.647
39 C 7.174 -3.510 -4.191
40 C 6.109 -2.954 -3.287
41 C 5.207 -1.984 -3.764
42 C 4.059 -1.694 -3.070
43 C 3.084 -0.698 -3.602
44 C 3.789 -2.300 -1.804
45 Te 2.034 -1.898 -0.587
46 N -0.720 -1.395 -0.164
47 C -0.904 -1.518 1.237
48 O -0.802 -0.542 1.991
49 C -1.259 -2.897 1.656
50 C -1.086 -3.218 2.988
51 C -1.330 -4.520 3.424
52 C -1.819 -5.471 2.529
53 C -2.085 -5.093 1.195
54 C -1.829 -3.807 0.741
55 C 2.766 0.029 0.103
56 C 2.786 1.154 -0.694
57 C 3.413 2.368 -0.284
58 C 4.130 2.414 0.880
59 C 4.060 1.281 1.698
60 C 3.319 0.201 1.441
61 C 2.931 -0.778 2.526
62 C 4.777 -3.152 -1.298
63 C 4.774 -3.613 0.122
64 C 5.839 -3.558 -2.084
65 H 6.839 -4.519 -4.436
66 H 8.199 -3.549 -3.902
67 H 7.198 -2.959 -5.157
68 H 5.361 -1.663 -4.783
69 H 2.534 -1.142 -4.489
70 H 3.674 0.183 -3.963
71 H 2.310 -0.479 -2.898
72 H -0.672 -2.491 3.714
73 H -1.143 -4.751 4.433
74 H -1.889 -6.509 2.858
75 H -2.547 -5.841 0.545
76 H -1.968 -3.411 -0.261
77 H 2.242 1.204 -1.608
78 H 3.253 3.246 -0.941
79 H 4.832 3.206 1.096
80 H 4.495 1.292 2.668
81 H 2.706 -1.712 2.022
82 H 1.986 -0.517 3.082
83 H 3.759 -0.912 3.208
84 H 3.784 -3.959 0.399
85 H 5.099 -2.790 0.828
86 H 5.460 -4.476 0.290
87 H 6.623 -4.160 -1.661

Forces on atoms 1 to 6 (eV/Å):
-0.41 0.86 -0.45
0.90 -0.61 -0.21
-0.63 -0.43 0.53
0.01 -1.10 -1.19
-0.50 0.79 0.06
-0.40 0.54 1.09


No. 3
ORCA calculation (ωB97M-V/def2-TZVPD) on a molecular structure, C39H36N6O2PSTa.

LUMO energy: 0.01184 hartree
HOMO-LUMO gap: 7.208 eV

Geometry (Å):
1 Ta -0.138 1.167 -0.950
2 N -2.386 0.060 1.650
3 P -0.698 0.097 1.737
4 C -0.361 0.786 3.399
5 C -1.331 0.846 4.398
6 C -1.003 1.270 5.676
7 C 0.305 1.627 5.974
8 C 1.278 1.559 4.990
9 C 0.947 1.146 3.708
10 C -0.256 -1.633 2.161
11 C 1.069 -1.919 2.482
12 C 1.440 -3.203 2.844
13 C 0.492 -4.217 2.888
14 C -0.827 -3.939 2.563
15 C -1.201 -2.652 2.200
16 C -3.123 0.381 0.524
17 C -4.519 0.282 0.591
18 C -5.259 0.519 -0.537
19 C -4.602 0.877 -1.712
20 C -3.239 1.014 -1.675
21 N -2.493 0.778 -0.577
22 H -2.947 -0.234 2.433
23 H -2.357 0.563 4.200
24 H -1.768 1.316 6.440
25 H 0.561 1.962 6.971
26 H 2.299 1.844 5.210
27 H 1.716 1.114 2.945
28 H 1.819 -1.138 2.433
29 H 2.473 -3.415 3.088
30 H 0.782 -5.219 3.175
31 H -1.572 -4.726 2.590
32 H -2.228 -2.451 1.919
33 H -4.985 -0.003 1.525
34 H -6.338 0.431 -0.509
35 H -5.135 1.068 -2.632
36 H -2.691 1.342 -2.549
37 C 4.033 0.099 -2.830
38 C 4.936 0.475 -1.847
39 C 4.478 1.205 -0.771
40 C 3.130 1.555 -0.703
41 N 2.263 1.186 -1.653
42 C 2.709 0.460 -2.684
43 C 2.543 2.335 0.395
44 C 3.351 3.111 1.236
45 C 2.784 3.918 2.200
46 C 1.398 3.948 2.317
47 C 0.613 3.170 1.489
48 C 1.147 2.337 0.494
49 H 4.337 -0.474 -3.694
50 H 5.979 0.193 -1.916
51 H 5.147 1.492 0.027
52 H 1.975 0.155 -3.417
53 H 4.426 3.110 1.108
54 H 3.406 4.535 2.835
55 H 0.928 4.584 3.059
56 H -0.463 3.224 1.610
57 C 1.070 3.347 -3.539
58 C 0.510 2.015 -3.932
59 C 0.446 1.607 -5.237
60 C -0.191 0.347 -5.260
61 C -0.485 0.017 -3.963
62 C -1.183 -1.257 -3.602
63 N -0.050 1.028 -3.101
64 H 1.433 3.824 -4.450
65 H 1.902 3.292 -2.836
66 H 0.323 4.000 -3.093
67 H 0.802 2.183 -6.077
68 H -0.428 -0.261 -6.119
69 H -1.565 -1.687 -4.529
70 H -2.036 -1.118 -2.939
71 H -0.514 -1.998 -3.158
72 S -1.009 3.171 -1.125
73 C -2.309 -4.677 -1.285
74 N -1.311 -3.642 -1.060
75 C 0.012 -3.945 -1.032
76 C 0.955 -3.005 -0.836
77 C 0.492 -1.662 -0.661
78 O 1.256 -0.685 -0.430
79 N -0.814 -1.357 -0.736
80 C -1.763 -2.318 -0.918
81 O -2.966 -2.106 -0.942
82 H -1.902 -5.635 -0.968
83 H -2.587 -4.728 -2.339
84 H -3.197 -4.442 -0.707
85 H 0.255 -4.991 -1.165
86 H 2.006 -3.237 -0.787

Forces on atoms 1 to 6 (eV/Å):
-0.05 0.19 0.50
0.04 0.08 0.13
-0.15 0.07 -0.27
-0.10 0.01 -0.01
-0.01 0.05 -0.07
0.06 0.02 0.05